DFT (ωB97M-V with the def2-TZVPD basis set) results for a molecular structure, C37H47Cl2CuGe3NO2 at a distorted geometry.

Structure (XYZ):
```
93
Properties=species:S:1:pos:R:3:forces:R:3
Cu 4.8051 -16.7499 -8.6080 -0.4 0.5 -0.3
C 0.1379 -17.0958 -13.4000 -0.1 -0.5 0.4
C 0.1272 -18.5085 -12.8039 0.8 -0.3 -1.0
Ge 1.9955 -19.0646 -12.4040 -1.0 -1.9 0.8
C 2.1205 -21.0787 -12.4821 -0.4 0.5 -0.3
C 2.1382 -21.6789 -13.8952 0.5 -0.9 -0.1
C 2.6289 -18.3353 -10.7748 1.2 -0.7 -0.5
C 2.0880 -18.3425 -9.5294 -0.4 0.2 -0.8
Ge 2.5853 -16.5378 -8.6779 0.9 0.4 -1.0
C 1.8496 -16.7094 -6.8925 -0.6 -1.2 0.2
C 2.5130 -17.9846 -6.2812 -0.4 0.7 1.2
C 1.7840 -14.8809 -9.7064 1.9 -0.5 -0.4
C 1.0439 -13.9980 -8.7028 -0.6 -0.2 -0.2
C 1.0741 -19.3639 -9.1390 -0.6 0.5 -1.1
C -0.1325 -18.8869 -8.5918 0.7 -0.6 0.0
C -1.0534 -19.7878 -8.0909 0.5 -0.3 1.2
C -0.7320 -21.1672 -8.0048 -1.2 -0.2 -0.8
C 0.2939 -21.6699 -8.8063 0.8 0.9 0.4
C 1.2012 -20.7504 -9.3734 0.3 0.3 0.9
H -0.1956 -16.3288 -12.7287 -0.7 0.3 0.4
H -0.4038 -17.1013 -14.3250 -0.5 0.4 -0.4
H 1.1294 -16.7947 -13.6167 1.1 0.3 -0.5
H -0.3138 -19.2065 -13.5453 0.2 0.2 0.6
H -0.3966 -18.5825 -11.8582 -0.2 -0.1 0.1
H 1.1949 -21.5026 -12.0440 0.6 0.7 0.5
H 3.0188 -21.2968 -11.8555 -0.8 -0.2 -0.6
H 3.1445 -22.0818 -14.0593 -0.1 0.5 -0.6
H 1.8114 -20.9846 -14.7039 0.4 -0.5 0.5
H 1.5213 -22.5991 -13.9399 -0.1 0.6 0.0
H 3.6492 -17.9939 -11.0710 -0.8 1.1 1.1
H 0.7865 -16.8533 -6.9965 -0.6 -0.1 0.5
H 1.9880 -15.8092 -6.3282 0.3 0.4 0.4
H 3.0417 -17.7621 -5.3186 -0.4 -0.1 -0.7
H 3.2540 -18.3946 -6.9454 0.4 -0.2 -0.4
H 1.7859 -18.7800 -6.0573 0.1 0.2 -0.1
H 1.2984 -15.1979 -10.6877 0.1 0.7 1.4
H 2.7546 -14.3282 -9.9949 -1.4 -1.0 0.2
H 0.6587 -13.0808 -9.1711 0.2 0.1 0.3
H 1.6451 -13.7515 -7.7862 -0.4 -0.2 -1.0
H 0.1631 -14.5518 -8.3725 -0.2 0.1 0.3
H -0.1674 -17.8071 -8.5043 -0.6 -0.1 0.0
H -1.9171 -19.4058 -7.5526 0.0 -0.1 -0.1
H -1.3890 -21.8486 -7.4155 0.5 0.6 -0.6
H 0.5196 -22.7326 -8.9174 -0.3 0.2 0.2
H 2.1354 -21.1086 -9.7985 -0.3 0.0 -0.1
C 6.8749 -20.3341 -8.4520 -0.5 0.8 0.3
C 8.2293 -19.9370 -8.5419 -1.3 -1.5 -0.3
C 8.5459 -18.6737 -9.0056 -0.7 0.6 0.5
C 7.4906 -17.7467 -9.1442 0.6 -0.3 0.4
C 6.1384 -18.0864 -8.9094 0.8 1.9 -1.4
C 5.8470 -19.3758 -8.7306 0.7 -3.0 0.9
C 7.8230 -16.4048 -9.6075 1.2 1.0 -1.2
C 8.9433 -16.2244 -10.4597 -1.3 -0.3 0.9
C 9.1687 -15.0558 -11.1411 2.5 0.8 0.7
C 8.2277 -14.0161 -11.0134 -1.0 -0.1 -1.2
C 8.2902 -12.9687 -11.9450 0.0 1.4 -0.6
C 7.2097 -12.1401 -12.2204 -0.8 -1.1 2.4
C 6.0184 -12.4198 -11.5089 -0.1 -0.5 -0.7
C 5.8556 -13.5448 -10.6798 0.7 1.5 0.3
C 6.9962 -14.2323 -10.2787 0.5 -1.4 0.0
N 7.0150 -15.2867 -9.3252 0.4 -0.4 0.0
H 6.5738 -21.2935 -8.0033 0.4 0.2 -0.5
H 8.9425 -20.7396 -8.3651 0.4 0.4 0.1
H 9.5651 -18.3165 -9.1053 0.0 -0.3 0.0
H 4.7899 -19.6241 -8.7412 0.0 -0.6 0.2
H 9.6087 -17.0506 -10.6130 0.1 -0.3 -0.1
H 10.2034 -14.8272 -11.5785 -1.7 -0.4 0.3
H 9.2098 -12.7491 -12.5172 -0.3 -0.6 0.4
H 7.3202 -11.2869 -12.8332 0.0 0.7 -0.7
H 5.0981 -11.8687 -11.6052 0.0 0.5 -0.5
H 4.8366 -13.6698 -10.3217 0.5 -0.6 0.5
Cl 4.8082 -16.6126 -15.7626 -0.5 -1.2 0.1
C 4.3487 -18.4038 -15.7463 1.4 0.8 0.1
Cl 3.0218 -18.7228 -16.8705 0.0 0.0 0.1
C 4.0104 -18.9504 -14.3376 0.2 -0.3 -0.5
O 4.5320 -19.9902 -14.0077 0.1 0.3 0.0
O 3.1285 -18.2621 -13.6923 -0.8 0.0 0.1
H 5.2671 -18.9148 -16.0875 -0.8 0.2 0.1
C 4.7964 -12.4774 -7.5671 -0.8 0.5 0.1
Ge 5.9778 -13.9266 -6.9138 -1.7 -0.7 -1.0
C 5.0148 -14.8521 -5.4238 0.1 -0.8 0.0
C 7.6182 -13.0375 -6.4686 1.1 2.2 -0.2
C 6.1552 -15.3985 -8.1416 1.2 0.9 0.3
H 4.2484 -11.8516 -6.8542 0.1 -0.4 0.6
H 4.0011 -12.8506 -8.2258 0.4 -0.1 -0.1
H 5.3617 -11.7136 -8.0855 0.4 -0.1 -0.6
H 4.7588 -14.1667 -4.6133 0.0 -0.1 0.1
H 5.5994 -15.7154 -5.0213 -0.1 0.8 -0.2
H 4.0856 -15.3563 -5.7905 0.7 0.8 0.0
H 7.4122 -11.9429 -6.3008 0.0 -0.8 0.2
H 8.3716 -12.9852 -7.3003 -0.7 -0.6 0.7
H 8.0564 -13.4221 -5.5584 0.4 -0.2 0.2
H 6.6937 -16.0805 -7.4425 0.0 0.2 -0.4
```
Positions in Å, forces in eV/Å.

The total energy comes out at -10434.734416 Eh. The largest force on an atom is 0.063 Eh/bohr. The calculation puts the lowest unoccupied orbital energy (alpha / beta) at 3.79 / 3.79 eV. The calculation puts the HOMO energy (alpha / beta) at 0.7 / 0.3 eV. The expectation value of S² is 0.7794. The spin multiplicity is 2. Its net charge is -2.